Entry 1:
The following is a quantum chemistry calculation of a 12-piece molecular cluster, C36H96O12 overall at a distorted geometry, from the Open Molecules 2025 dataset.

Cartesian coordinates (Å):
O  4.22  9.31  14.86
O  -0.60  3.63  9.89
O  -2.35  10.41  5.52
O  -3.30  4.25  15.10
O  3.02  -1.88  3.46
O  -5.91  10.40  8.96
O  -8.56  -1.10  14.02
O  0.91  13.26  7.50
O  -4.24  -3.74  7.71
O  7.68  5.48  6.88
O  5.92  4.78  2.67
O  -5.78  0.41  6.05
C  -5.69  0.51  4.66
C  -3.21  8.49  4.36
C  -2.92  4.46  16.43
C  7.22  4.92  8.01
C  -3.78  3.52  17.38
C  -6.65  -1.90  15.08
C  8.00  3.60  8.23
C  2.69  -1.42  5.85
C  2.43  9.23  13.15
C  -2.34  -4.27  6.31
C  -5.91  9.54  10.05
C  6.60  6.51  1.51
C  -3.14  5.93  16.86
C  4.47  7.56  13.14
C  -6.37  -0.57  3.93
C  2.24  13.07  7.19
C  -2.21  10.49  3.12
C  -4.56  9.82  10.84
C  -7.05  10.18  10.92
C  1.29  -0.33  4.11
C  2.59  11.55  7.33
C  3.04  13.88  8.13
C  5.38  5.66  1.73
C  5.69  4.73  7.88
C  -2.20  -2.81  8.44
C  -6.16  1.90  4.22
C  -0.56  5.35  8.30
C  -1.28  4.05  8.83
C  2.68  -0.90  4.38
C  -3.06  10.04  4.32
C  -7.60  -2.07  13.85
C  4.20  6.31  2.34
C  -2.77  4.31  9.21
C  3.92  8.98  13.51
C  -2.85  -3.97  7.72
C  -6.94  -1.86  12.49
H  4.33  6.88  3.25
H  4.43  9.74  12.92
H  1.70  8.70  13.76
H  -7.00  9.74  11.92
H  2.23  10.30  13.17
H  2.25  11.09  8.27
H  -6.85  10.56  8.83
H  -8.05  9.99  10.55
H  -2.58  10.11  2.17
H  2.53  13.45  6.21
H  -2.73  -3.42  5.75
H  -7.24  -2.00  15.99
H  3.87  6.71  13.47
H  3.44  5.57  2.58
H  3.65  -1.32  6.36
H  -2.67  -2.42  9.34
H  -1.86  4.26  16.55
H  -6.06  8.49  9.83
H  -1.28  3.25  8.09
H  6.14  5.33  3.42
H  -3.43  4.72  8.45
H  5.30  4.52  8.87
H  1.28  0.43  3.33
H  -1.17  10.18  3.22
H  4.34  7.52  12.06
H  -3.75  3.89  18.40
H  2.05  11.01  6.55
H  -4.20  3.92  15.16
H  -2.28  11.58  3.09
H  -4.08  10.41  4.29
H  7.44  5.91  1.16
H  -2.50  6.22  17.69
H  4.33  10.26  14.89
H  2.13  -0.75  6.50
H  -7.41  -0.69  4.25
H  3.53  -1.43  2.78
H  -1.15  6.26  8.37
H  -4.36  10.79  11.30
H  -1.13  -2.93  8.61
H  4.05  13.89  7.73
H  7.40  5.70  8.76
H  5.20  5.63  7.51
H  -2.55  -4.88  8.25
H  2.69  14.91  8.09
H  5.12  5.08  0.85
H  -7.64  -2.00  11.67
H  -2.98  10.43  6.25
H  3.64  11.28  7.21
H  -0.47  5.28  7.22
H  -5.32  1.14  6.48
H  8.93  3.80  8.75
H  0.42  5.55  8.74
H  -4.38  -2.87  7.32
H  0.95  0.19  5.00
H  -4.17  6.16  17.15
H  -4.64  0.42  4.39
H  2.21  8.91  12.13
H  0.68  -1.16  3.76
H  6.99  7.01  2.40
H  2.35  -2.44  6.05
H  -2.88  6.68  16.11
H  8.21  3.02  7.33
H  -9.28  -1.57  14.43
H  3.64  6.93  1.64
H  -3.73  8.11  3.48
H  -7.24  1.99  4.37
H  6.37  7.22  0.71
H  -3.71  9.58  10.20
H  -3.36  2.52  17.29
H  -2.83  -5.18  5.97
H  -3.20  3.38  9.58
H  -5.66  2.71  4.76
H  -6.79  11.23  11.06
H  -6.55  -0.85  12.37
H  -4.61  9.09  11.65
H  -6.12  -2.56  12.35
H  -2.22  -1.97  7.74
H  3.15  13.49  9.14
H  8.62  5.63  7.03
H  7.35  2.97  8.84
H  -4.86  3.45  17.22
H  -3.72  8.21  5.28
H  -2.18  8.17  4.21
H  -5.97  2.07  3.16
H  -5.99  -2.76  15.15
H  -8.03  -3.07  13.83
H  -6.43  -0.42  2.85
H  3.40  -0.08  4.41
H  -1.21  3.67  10.63
H  5.51  7.45  13.45
H  5.40  3.93  7.19
H  -1.26  -4.26  6.16
H  -2.87  5.07  9.98
H  -5.84  -1.51  4.06
H  0.33  12.68  7.00
H  -6.05  -1.00  14.97

Computed properties:
**Electronic energy**: -63453.4781 eV
**HOMO-LUMO gap**: 9.94 eV
**Molecular weight**: 721.15 g/mol
**Max |F|**: 4.4 eV/A
**Charge**: 0
**HOMO level**: -9.82 eV
**Relative energy (zero: lowest compared OMol25 entry of this formula, charge and spin)**: 625.6 kJ/mol
**SMILES**: CC(C)O.CC(C)O.CC(C)O.CC(C)O.CC(C)O.CC(C)O.CC(C)O.CC(C)O.CC(C)O.CC(C)O.CC(C)O.CC(C)O

***

Entry 2:
The following is a quantum chemistry calculation of a 12-piece molecular cluster, C36H96O12 overall at a distorted geometry, from the Open Molecules 2025 dataset.

Cartesian coordinates (Å):
O  1.14  1.87  -0.86
O  -1.41  -4.66  -3.10
O  3.57  3.37  0.24
O  -5.80  -0.59  -0.89
O  4.75  -4.36  -5.03
O  -1.05  3.27  -2.29
O  -1.96  6.45  3.49
O  2.86  -5.26  -0.11
O  -3.93  -2.55  3.01
O  2.73  0.41  4.29
O  0.58  -1.01  3.18
O  -2.18  -0.50  3.54
C  -4.13  1.00  -1.69
C  3.74  -3.06  -0.48
C  2.32  -2.62  2.87
C  -0.56  -4.26  -4.14
C  3.44  -2.50  -4.38
C  -4.90  0.45  -0.50
C  -1.85  6.92  1.14
C  -3.95  -4.71  1.95
C  0.75  -0.43  -1.19
C  3.40  -3.95  -4.84
C  4.52  5.55  0.46
C  3.25  4.74  0.10
C  -1.39  6.00  2.27
C  3.40  -4.40  -1.10
C  -1.24  -4.53  -5.50
C  -3.13  -3.45  2.21
C  -1.78  1.74  4.53
C  0.75  0.66  -0.16
C  2.70  -4.15  -6.17
C  0.36  -2.90  4.55
C  -1.78  4.56  2.02
C  -1.85  1.90  -4.08
C  1.91  2.54  3.61
C  0.65  2.34  -3.85
C  -0.22  -2.77  -3.98
C  -0.65  0.92  0.40
C  0.85  -2.41  3.17
C  -2.71  -2.70  0.93
C  2.78  5.01  -1.32
C  3.04  2.16  5.85
C  4.63  -5.05  -1.75
C  -5.73  1.54  0.20
C  -0.77  2.90  -3.66
C  -2.78  0.70  4.04
C  2.14  1.59  4.77
C  -3.68  1.30  2.98
H  1.61  3.57  3.86
H  3.11  -3.60  -7.02
H  0.37  -4.83  -4.14
H  -1.03  4.02  1.44
H  0.15  -2.39  -4.93
H  3.07  1.54  6.75
H  -2.35  2.54  4.99
H  0.30  -3.99  4.57
H  1.42  0.53  0.69
H  -1.85  1.73  -5.16
H  -2.02  -1.90  1.22
H  -1.94  4.05  2.97
H  -0.37  -0.85  3.29
H  -3.58  -2.38  0.36
H  -1.87  7.98  1.42
H  2.90  -4.59  -4.11
H  -2.33  -3.69  2.91
H  -3.60  0.22  -2.24
H  -4.70  -4.62  1.16
H  -6.40  -0.21  -1.54
H  2.66  6.09  -1.50
H  3.52  4.64  -2.02
H  2.61  -1.90  2.10
H  0.43  2.22  -1.41
H  0.60  -1.42  -0.73
H  2.93  -2.52  3.76
H  3.98  -1.91  -5.13
H  -4.83  1.55  -2.32
H  4.89  5.23  1.43
H  -0.91  -4.84  -2.29
H  -1.24  6.82  0.24
H  -1.25  2.15  3.66
H  5.22  -4.32  -2.30
H  -1.09  -2.15  -3.74
H  1.16  1.47  5.24
H  0.50  -2.56  -3.19
H  2.65  3.14  6.13
H  -5.07  2.33  0.56
H  4.77  -5.32  -4.96
H  -4.53  0.66  2.72
H  -2.24  -4.09  -5.47
H  -1.59  7.29  3.75
H  5.21  -5.48  -0.93
H  -3.40  1.77  -1.43
H  -4.66  -2.23  2.46
H  1.08  2.18  3.00
H  2.66  -5.20  -6.44
H  -1.78  3.89  -2.29
H  -2.69  4.43  1.43
H  -4.09  2.24  3.37
H  -2.88  6.64  0.94
H  -1.07  1.23  5.17
H  -0.02  -0.29  -1.95
H  -3.33  -5.53  1.56
H  -0.32  6.10  2.45
H  2.57  -4.20  -1.79
H  -3.07  1.52  2.10
H  -6.39  1.95  -0.56
H  -3.42  0.36  4.85
H  2.47  5.01  0.82
H  1.64  -3.85  -6.15
H  -0.92  0.01  0.95
H  -2.85  -1.17  3.31
H  2.80  2.86  -0.05
H  -0.75  -4.03  -6.33
H  0.79  2.11  -4.90
H  5.35  5.31  -0.20
H  4.08  2.20  5.54
H  2.45  -3.62  2.44
H  -1.37  -5.60  -5.65
H  -0.63  1.81  1.03
H  3.51  -5.39  0.58
H  2.83  2.66  3.05
H  2.09  -0.12  3.79
H  0.98  -2.57  5.38
H  -2.16  -3.34  0.23
H  -2.83  2.24  -3.76
H  -1.67  0.96  -3.56
H  0.82  1.43  -3.28
H  4.13  -2.41  -3.53
H  1.66  -0.48  -1.78
H  -1.44  1.04  -0.34
H  -6.42  1.13  0.93
H  -0.64  -2.51  4.72
H  4.36  -5.87  -2.42
H  1.81  4.57  -1.57
H  0.22  -2.80  2.36
H  -0.87  3.82  -4.23
H  -4.18  -0.01  0.18
H  4.38  6.63  0.39
H  4.55  -3.08  0.26
H  2.53  -2.02  -4.03
H  1.40  3.05  -3.50
H  -4.32  -5.12  2.88
H  2.85  -2.63  -0.04
H  4.07  -2.36  -1.25

Computed properties:
**Electronic energy**: -63458.3898 eV
**HOMO-LUMO gap**: 9.55 eV
**Molecular weight**: 721.15 g/mol
**Max |F|**: 2.6 eV/A
**Charge**: 0
**HOMO level**: -9.26 eV
**Relative energy (zero: lowest compared OMol25 entry of this formula, charge and spin)**: 151.7 kJ/mol
**SMILES**: CC(C)O.CC(C)O.CC(C)O.CC(C)O.CC(C)O.CC(C)O.CC(C)O.CC(C)O.CC(C)O.CC(C)O.CC(C)O.CC(C)O

***

Entry 3:
The following is a quantum chemistry calculation of C36H99AsB5F22N8O6 as an isolated structure at a distorted geometry, from the Open Molecules 2025 dataset.

Cartesian coordinates (Å):
As  5.16  -3.36  1.05
F  -6.41  -3.71  1.56
F  6.86  -3.79  0.78
F  -0.78  -5.52  2.13
F  -6.53  -3.33  -0.63
F  -3.75  3.17  -0.72
F  -4.01  4.32  1.30
F  3.47  -2.74  1.41
F  -4.15  5.42  -0.64
F  -0.09  4.41  -3.99
F  -0.81  4.81  -5.99
F  -5.68  3.98  -0.19
F  5.13  -2.87  -0.64
F  5.73  -1.79  1.61
F  4.62  -5.03  0.58
F  1.09  -4.84  3.03
F  -0.40  2.75  -5.41
F  -4.47  -3.44  0.39
F  1.35  4.36  -5.82
F  -5.74  -1.77  0.86
F  5.31  -4.00  2.80
F  0.84  -7.07  2.45
F  -0.22  -6.22  4.31
O  5.86  2.21  7.01
O  0.01  0.42  2.27
O  3.77  2.31  -1.75
O  0.02  -1.58  -3.53
O  3.68  -5.31  -3.89
O  -7.24  0.96  -3.46
N  -4.20  0.31  -2.90
N  -2.18  -1.78  3.02
N  1.52  -4.54  -1.71
N  1.37  3.89  -0.70
N  1.64  -1.14  -6.41
N  4.86  0.71  4.24
N  -4.58  5.35  5.28
N  -2.76  4.53  4.22
C  -5.20  1.17  -2.08
C  3.50  1.05  4.96
C  5.21  -0.73  4.62
C  -2.26  -1.25  4.47
C  1.81  3.34  0.66
C  2.62  -6.15  -3.51
C  0.77  -2.40  -6.58
C  -1.89  3.60  3.51
C  2.27  -5.81  -2.03
C  -5.95  5.38  5.81
C  -0.08  4.46  -0.56
C  -3.47  6.00  5.84
C  0.09  -4.59  -2.25
C  6.65  1.56  6.05
C  4.67  0.88  2.68
C  -1.12  2.84  4.60
C  1.63  -0.58  -5.00
C  -2.91  -0.75  2.09
C  2.34  5.01  -1.15
C  -4.13  4.52  4.28
C  1.43  -4.42  -0.19
C  2.23  -3.22  -2.18
C  -2.34  5.51  5.14
C  1.18  -0.11  -7.45
C  -0.68  -1.98  2.64
C  -4.43  0.13  -4.49
C  1.36  2.72  -1.69
C  -6.68  0.63  -2.24
C  -2.87  -3.11  2.92
C  0.24  -0.43  -4.34
C  -3.97  -1.13  -2.49
C  0.30  -0.83  2.92
C  2.57  1.69  -1.53
C  6.05  1.67  4.59
C  -2.79  0.98  -2.76
C  3.03  -1.64  -6.68
B  0.08  4.09  -5.30
B  -5.77  -3.08  0.49
B  -0.40  -0.49  -0.52
B  0.24  -5.93  2.96
B  -4.38  4.25  -0.08
H  -0.29  -0.22  -1.56
H  5.69  2.69  4.43
H  3.31  -3.22  -2.06
H  -7.24  1.08  -1.43
H  3.71  -0.78  -6.64
H  -1.33  4.25  2.84
H  6.87  1.55  3.88
H  -1.55  1.92  5.00
H  -0.46  -3.74  -1.84
H  1.77  -6.72  -1.68
H  3.89  2.47  -2.68
H  2.64  1.13  -2.46
H  1.06  -2.68  -7.60
H  -4.63  1.12  -4.90
H  -6.33  6.35  5.48
H  -2.69  -3.48  1.91
H  -0.23  -1.96  -6.53
H  2.87  0.27  4.52
H  -2.37  -3.74  3.65
H  0.84  -5.27  0.17
H  3.29  -2.39  -5.93
H  -3.92  -2.93  3.14
H  3.00  -1.98  -7.71
H  -5.30  -0.50  -4.67
H  -3.08  2.01  -2.94
H  -3.29  -1.30  4.83
H  4.33  1.90  2.48
H  2.40  0.85  -0.85
H  2.12  5.11  -2.21
H  3.60  0.83  6.02
H  -2.46  0.83  -1.73
H  5.35  -0.90  5.68
H  2.10  5.89  -0.55
H  -3.88  -0.99  -1.42
H  -0.09  -1.22  -2.64
H  3.98  0.13  2.30
H  1.59  4.10  1.41
H  -2.63  3.01  2.97
H  3.22  -5.75  -1.50
H  2.24  0.32  -5.10
H  2.46  -4.52  0.16
H  -0.10  0.43  -0.04
H  3.34  4.64  -0.95
H  2.91  -7.20  -3.60
H  -0.31  -5.50  -1.81
H  -0.09  5.35  0.07
H  -5.92  5.39  6.90
H  -2.40  0.22  2.06
H  -3.09  -1.56  -2.96
H  0.27  -0.66  3.99
H  -0.27  0.28  1.36
H  3.95  -5.61  -4.76
H  2.26  -3.03  -3.25
H  -5.22  2.24  -2.30
H  3.29  2.08  4.67
H  0.14  -4.63  -3.34
H  1.27  -1.19  2.58
H  -0.60  -2.29  1.60
H  -0.84  3.39  5.50
H  -4.91  -1.66  -2.63
H  0.93  -3.59  0.30
H  -4.63  3.68  3.82
H  0.49  2.17  -1.33
H  -6.83  -0.45  -2.25
H  -1.28  5.65  5.30
H  6.34  2.68  7.69
H  6.16  -0.96  4.15
H  -0.25  2.51  4.02
H  0.99  -0.47  -8.46
H  1.07  -3.05  -5.76
H  1.71  -2.34  -1.80
H  0.27  0.48  -3.73
H  4.38  -1.37  4.32
H  7.57  2.13  5.96
H  -0.41  4.77  -1.55
H  -1.38  -0.83  -0.22
H  5.62  0.73  2.18
H  2.20  -1.33  -4.45
H  -8.17  0.74  -3.56
H  -3.66  -0.56  -4.84
H  0.19  -1.37  -0.31
H  -0.53  -0.14  -5.05
H  1.19  3.00  -2.73
H  -0.43  -2.81  3.31
H  -3.07  -1.11  1.07
H  -0.72  3.67  -0.16
H  2.86  3.04  0.65
H  -3.81  -0.74  2.70
H  -1.86  -0.24  4.46
H  1.79  -6.02  -4.21
H  0.29  0.47  -7.20
H  -3.47  6.76  6.61
H  -2.11  0.44  -3.42
H  1.25  2.43  0.89
H  7.00  0.55  6.23
H  -4.90  1.04  -1.04
H  -1.66  -1.91  5.09
H  1.93  0.68  -7.52
H  -6.60  4.58  5.46

Computed properties:
**Electronic energy**: -187157.9571 eV
**HOMO-LUMO gap**: 8.96 eV
**Molecular weight**: 1287.18 g/mol
**Max |F|**: 4.9 eV/A
**Charge**: +1
**HOMO level**: -11.58 eV